1.
DFT (ωB97M-V with the def2-TZVPD basis set) results for C31H52IrN2O3P2 as an isolated structure in a non-equilibrium geometry.

Each line ends with the Löwdin spin population.
Geometry (Å):
1 Ir -0.334 0.482 -0.399  1.375
2 C 1.739 -0.836 0.811  0.351
3 C 1.166 0.512 0.968  0.177
4 C -0.200 -1.090 2.025  0.319
5 C 0.914 -1.753 1.467  0.237
6 C -0.117 0.324 1.722  0.274
7 C 3.020 -1.143 0.151  0.051
8 H 3.465 -0.241 -0.282  -0.001
9 H 2.881 -1.876 -0.659  0.015
10 H 3.755 -1.576 0.848  0.017
11 C 1.231 -3.200 1.557  0.027
12 H 1.336 -3.642 0.555  0.010
13 H 0.456 -3.755 2.098  -0.001
14 H 2.186 -3.363 2.075  0.009
15 C -1.223 -1.658 2.919  0.048
16 H -0.967 -1.518 3.983  0.021
17 H -1.363 -2.736 2.762  0.002
18 H -2.193 -1.167 2.757  0.007
19 C -0.759 1.373 2.557  0.054
20 H -0.408 1.334 3.599  0.021
21 H -1.845 1.222 2.555  0.007
22 H -0.550 2.370 2.166  0.001
23 C 2.011 1.727 1.156  0.045
24 H 2.450 1.735 2.165  0.013
25 H 1.411 2.631 1.031  0.005
26 H 2.827 1.734 0.428  0.001
27 C -0.017 0.245 -2.553  0.107
28 C 1.158 0.865 -2.081  0.105
29 C 1.470 2.320 -2.175  0.033
30 C 0.444 3.271 -1.504  0.080
31 C -0.559 2.675 -0.565  0.145
32 C -1.754 1.998 -0.950  0.155
33 C -2.177 1.665 -2.344  0.047
34 C -1.159 0.935 -3.247  0.078
35 H 1.596 2.645 -3.225  0.010
36 H -0.076 3.822 -2.313  0.031
37 H 2.449 2.487 -1.699  0.000
38 H -0.779 1.639 -4.020  0.034
39 H 0.103 -0.820 -2.793  0.006
40 H 2.012 0.195 -1.944  0.007
41 H -1.705 0.163 -3.812  0.003
42 H -3.092 1.060 -2.288  0.000
43 H -2.588 2.111 -0.246  0.011
44 H -2.475 2.588 -2.863  0.014
45 H 1.012 4.037 -0.952  0.004
46 H -0.647 3.193 0.399  0.011
47 P -0.861 3.893 -4.505  0.510
48 C -1.093 3.392 -6.258  0.070
49 C 0.141 5.408 -4.832  0.073
50 P -2.682 4.950 -2.313  0.008
51 C -2.521 4.662 -4.166  0.077
52 C -2.022 6.680 -2.270  0.001
53 C -4.459 5.432 -2.315  -0.001
54 H -1.938 2.695 -6.340  0.000
55 H -0.174 2.894 -6.600  0.001
56 H -1.279 4.288 -6.866  0.017
57 H -0.291 5.931 -5.699  0.018
58 H 1.163 5.077 -5.076  0.001
59 H 0.177 6.077 -3.961  0.000
60 H -4.660 6.166 -3.107  0.000
61 H -4.681 5.873 -1.334  0.000
62 H -5.085 4.542 -2.462  0.000
63 H -3.323 3.982 -4.509  0.001
64 H -2.603 5.616 -4.718  0.018
65 H -2.459 7.156 -1.379  0.000
66 H -2.334 7.234 -3.168  0.001
67 H -0.928 6.693 -2.177  0.000
68 C -2.598 -5.839 0.207  0.000
69 C -1.823 -4.534 0.093  0.001
70 C -2.243 -3.657 -1.114  0.006
71 C -2.203 -4.441 -2.457  0.001
72 C -0.952 -5.253 -2.694  0.000
73 C -3.702 -3.198 -0.929  0.000
74 O -4.691 -3.833 -1.265  0.001
75 N -3.858 -1.991 -0.262  0.005
76 C -2.893 -1.013 -0.044  0.018
77 O -3.191 -0.033 0.662  0.040
78 N -1.665 -1.198 -0.648  0.131
79 C -1.298 -2.426 -1.160  0.015
80 O -0.155 -2.579 -1.619  0.019
81 H -3.646 -5.694 -0.081  0.000
82 H -2.562 -6.190 1.243  0.000
83 H -2.160 -6.619 -0.426  0.000
84 H -1.947 -3.929 1.006  0.000
85 H -0.747 -4.737 -0.003  0.000
86 H -3.087 -5.094 -2.496  0.000
87 H -2.328 -3.698 -3.261  0.000
88 H -0.937 -6.157 -2.077  0.000
89 H -0.929 -5.561 -3.742  0.000
90 H -0.072 -4.638 -2.483  0.000
91 H -4.800 -1.730 0.008  0.001

Forces on atoms 1 to 3 (eV/Å):
Ir -1.049 -0.942 -2.089
C 0.207 0.691 0.313
C -0.099 -0.944 1.998

Output
- Expectation value of S²: 8.7619
- Energy relative to the best compared isomer or geometry (same formula, charge and spin): 1.0 kcal/mol
- Spin multiplicity: 6
- Orbital gap (alpha / beta): 0.2659 / 0.1632 Ha
- HOMO energy (alpha / beta): -12.07 / -14.10 eV
- Net charge: +2
- LUMO (alpha / beta): -4.83 / -9.66 eV
- Max |F|: 0.0881 Eh/bohr

2.
DFT (ωB97M-V with the def2-TZVPD basis set) results for a 2-piece molecular cluster, C5H6O3P overall in a non-equilibrium geometry.

Each line ends with the natural charge from an NBO analysis.
Geometry (Å):
1 C -0.983 0.964 0.981  -0.285
2 C -2.207 1.152 0.432  0.057
3 C -1.305 -0.421 -0.654  0.073
4 C -0.412 -0.142 0.339  -0.167
5 C 0.803 -0.884 0.513  -0.616
6 O 3.550 -0.423 -0.250  -1.211
7 O -2.393 0.381 -0.651  -0.410
8 O 1.777 1.130 -1.232  -1.049
9 P 2.365 0.378 0.215  1.298
10 H -0.616 1.327 1.952  0.226
11 H -2.792 1.959 0.510  0.170
12 H -1.185 -1.068 -1.532  0.185
13 H 0.760 -1.871 0.180  0.196
14 H 1.124 -1.347 2.014  0.067
15 H 2.468 0.885 -1.797  0.465

Forces on atoms 1 to 3 (eV/Å):
C -0.267 -0.110 2.256
C 2.201 -0.562 -0.203
C 0.767 -1.216 -1.439

Output
- Energy relative to the best compared isomer or geometry (same formula, charge and spin): 61.6 kcal/mol
- Orbital gap: 0.2338 Ha
- HOMO energy: -2.81 eV
- Net charge: -1
- LUMO: 3.55 eV
- Max |F|: 0.1012 Eh/bohr

3.
DFT (ωB97M-V with the def2-TZVPD basis set) results for C11H23InNO3 as an isolated structure in a non-equilibrium geometry.

Each line ends with the natural charge from an NBO analysis.
Geometry (Å):
1 In -9.968 -4.373 -23.097  0.996
2 O -5.271 -2.139 -26.138  -0.395
3 C -4.467 -1.017 -25.921  -0.102
4 C -3.661 -0.255 -27.058  -0.131
5 O -4.434 0.382 -28.048  -0.296
6 H -3.587 -1.288 -25.337  0.246
7 H -5.167 -0.463 -25.296  0.214
8 H -2.876 -0.892 -27.465  0.217
9 H -3.109 0.652 -26.809  0.247
10 C -8.820 -10.278 -23.600  -0.602
11 C -7.301 -10.324 -23.262  0.123
12 C -6.507 -9.951 -24.498  -0.401
13 C -4.968 -9.758 -24.303  -0.412
14 C -4.692 -8.778 -23.149  -0.396
15 C -5.557 -8.996 -21.851  0.125
16 N -6.934 -9.271 -22.286  -0.207
17 O -7.854 -9.066 -21.185  -0.585
18 C -4.879 -10.149 -21.025  -0.655
19 C -5.509 -7.658 -21.097  -0.608
20 C -6.979 -11.825 -22.850  -0.647
21 H -9.184 -9.264 -23.769  0.196
22 H -9.418 -10.683 -22.784  0.220
23 H -9.059 -10.787 -24.534  0.218
24 H -6.707 -10.740 -25.223  0.212
25 H -7.001 -9.110 -24.986  0.201
26 H -4.625 -9.233 -25.195  0.221
27 H -4.432 -10.707 -24.305  0.214
28 H -4.741 -7.740 -23.478  0.203
29 H -3.668 -8.941 -22.816  0.213
30 H -4.443 -10.953 -21.618  0.219
31 H -4.109 -9.715 -20.387  0.222
32 H -5.562 -10.749 -20.423  0.204
33 H -6.162 -7.687 -20.224  0.227
34 H -4.453 -7.445 -20.936  0.215
35 H -5.801 -6.796 -21.696  0.196
36 H -7.627 -12.531 -23.370  0.223
37 H -7.227 -11.991 -21.801  0.203
38 H -5.939 -12.105 -23.015  0.214
39 H -7.642 -9.814 -20.623  0.447

Forces on atoms 1 to 3 (eV/Å):
In 0.082 -0.099 -0.006
O 3.372 2.944 -0.657
C -5.071 -4.740 3.076

Output
- Energy relative to the best compared isomer or geometry (same formula, charge and spin): 98.2 kcal/mol
- Orbital gap: 0.1640 Ha
- HOMO energy: -10.54 eV
- Net charge: +1
- LUMO: -6.07 eV
- Max |F|: 0.1594 Eh/bohr

4.
DFT (ωB97M-V with the def2-TZVPD basis set) results for a 8-piece molecular cluster, C11H38O12 overall in a non-equilibrium geometry.

Each line ends with the natural charge from an NBO analysis.
Geometry (Å):
1 O -0.593 3.759 5.575  -0.726
2 C 0.463 3.502 4.729  -0.081
3 C 0.403 2.036 4.183  -0.088
4 O 0.819 0.985 5.044  -0.728
5 H -0.330 3.806 6.497  0.472
6 H 0.315 4.209 3.913  0.191
7 H 1.421 3.631 5.232  0.164
8 H 0.988 1.984 3.265  0.175
9 H -0.615 1.823 3.854  0.151
10 H 0.905 0.212 4.481  0.466
11 O -0.814 -2.772 -3.185  -0.720
12 C -1.516 -1.626 -3.619  -0.099
13 C -2.489 -1.079 -2.609  -0.094
14 O -3.623 -1.953 -2.447  -0.744
15 H -1.462 -3.467 -3.049  0.468
16 H -0.792 -0.840 -3.832  0.199
17 H -1.957 -1.939 -4.566  0.167
18 H -2.913 -0.152 -2.995  0.167
19 H -2.008 -0.801 -1.671  0.181
20 H -4.336 -1.684 -3.031  0.475
21 O 0.821 1.105 -4.466  -0.713
22 C 1.333 1.300 -3.202  -0.094
23 C 2.785 1.765 -3.078  -0.094
24 O 3.557 0.638 -3.494  -0.730
25 H 0.792 1.967 -4.890  0.471
26 H 0.692 2.050 -2.741  0.152
27 H 1.228 0.468 -2.506  0.186
28 H 3.101 2.110 -2.094  0.195
29 H 3.023 2.577 -3.765  0.157
30 H 3.366 0.469 -4.419  0.472
31 O -1.605 -3.467 1.885  -0.723
32 C -0.837 -3.787 0.761  -0.096
33 C 0.631 -4.237 1.198  -0.087
34 O 1.339 -3.170 1.817  -0.715
35 H -2.466 -3.251 1.520  0.476
36 H -1.201 -4.690 0.272  0.161
37 H -0.755 -2.964 0.050  0.167
38 H 1.120 -4.640 0.311  0.177
39 H 0.582 -5.218 1.670  0.166
40 H 0.660 -2.697 2.304  0.475
41 C -0.018 -0.121 0.435  -0.249
42 O 0.982 0.748 0.971  -0.782
43 H 0.504 -0.703 -0.325  0.180
44 H -0.372 -0.773 1.233  0.171
45 H -0.848 0.441 0.007  0.177
46 H 1.804 0.289 1.156  0.509
47 C -4.264 0.708 -0.454  -0.237
48 O -5.320 1.530 -0.079  -0.716
49 H -4.355 -0.257 0.045  0.188
50 H -4.153 0.634 -1.536  0.154
51 H -3.373 1.177 -0.039  0.149
52 H -5.300 2.326 -0.615  0.464
53 C 4.133 0.118 0.318  -0.269
54 O 3.640 -0.480 1.504  -0.736
55 H 5.221 0.155 0.253  0.177
56 H 3.672 -0.383 -0.533  0.177
57 H 3.870 1.174 0.255  0.182
58 H 3.866 -1.410 1.434  0.483
59 O 0.257 3.300 1.101  -0.965
60 H -0.675 3.083 1.089  0.457
61 H 0.698 2.481 0.877  0.491

Forces on atoms 1 to 3 (eV/Å):
O -1.488 0.423 1.488
C 0.592 -1.892 -0.545
C -0.047 0.725 -1.066

Output
- Energy relative to the best compared isomer or geometry (same formula, charge and spin): 52.5 kcal/mol
- Orbital gap: 0.3612 Ha
- HOMO energy: -9.61 eV
- LUMO: 0.22 eV
- Max |F|: 0.0715 Eh/bohr
- SMILES: OCCO.OCCO.OCCO.OCCO.CO.CO.CO.O

5.
DFT (ωB97M-V with the def2-TZVPD basis set) results for H2N2O3S in the gas phase in a non-equilibrium geometry.

Each line ends with the natural charge from an NBO analysis.
Geometry (Å):
1 N -2.049 -0.169 -0.549  -1.091
2 N 1.710 -0.133 0.167  0.753
3 O 1.382 -0.453 1.217  -0.283
4 O 2.611 -0.048 -0.542  -0.245
5 O 0.477 0.721 -0.470  -0.686
6 S -0.836 -0.047 0.318  1.137
7 H -2.207 -1.025 -0.985  0.367
8 H -1.088 1.153 0.843  0.049

Forces on atoms 1 to 3 (eV/Å):
N -1.433 1.893 -0.620
N -3.167 3.888 -2.904
O 1.678 -2.073 3.310

Output
- Energy relative to the best compared isomer or geometry (same formula, charge and spin): 106.9 kcal/mol
- Orbital gap: 0.3426 Ha
- HOMO energy: -9.40 eV
- LUMO: -0.08 eV
- Max |F|: 0.1127 Eh/bohr

6.
DFT (ωB97M-V with the def2-TZVPD basis set) results for C16H24Br3F8IOP as an isolated structure in a non-equilibrium geometry.

Each line ends with the natural charge from an NBO analysis.
Geometry (Å):
1 C 2.925 -0.371 2.376  -0.175
2 C 2.934 0.621 1.448  -0.686
3 P 2.246 0.378 -0.182  1.574
4 C 0.461 0.760 -0.366  -0.809
5 C -0.161 1.639 0.723  -0.280
6 C 0.616 2.911 1.069  -0.654
7 I -0.705 0.507 2.483  0.095
8 C 3.266 1.204 -1.486  -0.573
9 Br 2.263 1.433 -3.148  0.108
10 C 3.849 2.564 -1.104  -0.442
11 C 5.037 2.474 -0.108  -0.612
12 C 2.397 -1.436 -0.468  -0.615
13 Br 1.491 -1.850 -2.149  0.124
14 C 3.903 -1.909 -0.451  -0.283
15 C 4.194 -2.768 0.810  -0.628
16 Br 4.316 -3.031 -1.999  0.072
17 H 2.014 -0.766 2.809  0.225
18 H 3.840 -0.837 2.716  0.218
19 H 3.410 1.547 1.733  0.286
20 H 0.228 1.224 -1.319  0.292
21 H -0.064 -0.190 -0.378  0.292
22 H -1.112 1.962 0.326  0.237
23 H 1.226 2.737 1.946  0.223
24 H 1.188 3.273 0.220  0.211
25 H -0.087 3.696 1.319  0.247
26 H 4.094 0.557 -1.740  0.263
27 H 4.269 2.965 -2.018  0.249
28 H 3.111 3.285 -0.775  0.221
29 H 5.902 2.998 -0.485  0.243
30 H 4.738 3.002 0.791  0.213
31 H 5.250 1.448 0.167  0.202
32 H 1.830 -1.959 0.293  0.265
33 H 4.588 -1.074 -0.424  0.215
34 H 4.658 -3.689 0.499  0.258
35 H 3.269 -2.980 1.337  0.209
36 H 4.868 -2.256 1.487  0.217
37 C -4.321 -0.334 0.429  -0.139
38 C -3.854 -0.823 -0.948  0.597
39 C -4.588 -0.278 -2.172  0.520
40 F -5.892 -0.613 -2.156  -0.310
41 F -4.034 -0.812 -3.289  -0.321
42 F -3.846 -2.169 -0.966  -0.303
43 F -2.542 -0.419 -1.074  -0.353
44 O -5.188 -1.168 1.155  -0.503
45 C -6.543 -1.100 0.923  0.847
46 C -7.083 -2.408 0.347  0.502
47 F -6.453 -2.716 -0.807  -0.319
48 F -8.399 -2.268 0.083  -0.314
49 F -6.846 -0.039 0.151  -0.317
50 F -7.133 -0.898 2.117  -0.314
51 H -3.415 -0.308 1.031  0.223
52 H -4.684 0.695 0.395  0.210
53 H -4.495 0.812 -2.228  0.140
54 H -6.939 -3.225 1.058  0.155

Forces on atoms 1 to 3 (eV/Å):
C -0.206 -0.303 0.042
C -0.409 0.167 -0.071
P -1.726 -0.208 0.021

Output
- Orbital gap: 0.2861 Ha
- HOMO energy: -12.74 eV
- Net charge: +1
- LUMO: -4.96 eV
- Max |F|: 0.0395 Eh/bohr

Q: Number 3 is which compound?
A: C11H23InNO3